[1]
A cluster of 17 separate species, C45H119N5O17 in total, computed with ωB97M-V with the def2-TZVPD basis set.

Element x y z (Å)
O 0.3802 2.8278 -5.5584
H 0.5033 3.3560 -6.3380
H -0.4237 2.3194 -5.8741
O -1.0232 4.3358 -3.4616
H -1.0498 5.2009 -3.8847
H -0.3224 3.8460 -3.9509
O -4.9069 1.5369 -5.8828
H -5.6394 1.3590 -6.4720
H -5.0194 2.3870 -5.4194
O -1.9689 1.3861 -6.1809
H -1.9712 1.2386 -5.2129
H -2.9034 1.6151 -6.3853
O -4.3743 2.1435 -1.8364
H -3.5778 2.5806 -1.5041
H -4.4223 1.4210 -1.1494
O -5.9184 -0.2210 -3.8112
H -5.0362 0.0194 -4.2384
H -6.2592 -0.7621 -4.5343
O -4.0515 3.5668 -4.2716
H -3.1182 3.8550 -4.2782
H -4.3146 3.4988 -3.3409
O 0.2339 -4.4398 -6.4343
H 1.0837 -4.5981 -6.8289
H -0.3040 -5.2406 -6.4918
O -5.4468 -1.5031 -6.4745
H -5.0901 -2.4411 -6.4711
H -4.9613 -1.0751 -7.2151
O -3.5052 -0.2560 -8.3196
H -3.5227 -0.3143 -9.2765
H -2.6576 -0.6455 -8.0843
O -0.5393 -0.6395 -8.1634
H -1.0323 -0.0836 -7.5795
H 0.0406 -1.1223 -7.5913
O -4.3697 -0.5174 -0.9685
H -5.0414 -0.6188 -1.6856
H -3.5639 -0.7317 -1.4564
C -2.0205 3.9172 5.7646
C -1.4930 3.1194 4.4778
C -0.0795 3.6810 4.1123
C 0.5907 2.8466 3.0350
C 0.8563 1.5333 3.7247
C -0.4365 0.7902 4.1691
N -1.3280 1.7187 4.9082
O -2.5788 1.1250 5.1174
C -1.1205 0.1476 2.9589
C 0.0214 -0.3406 5.1029
C -2.4717 3.2562 3.3460
H -2.3516 4.9464 5.5789
H -1.4150 3.8695 6.6539
H -2.8800 3.3865 6.1015
H -0.2025 4.6827 3.7186
H 0.5961 3.6815 5.0014
H 1.5107 3.3244 2.7719
H -0.0007 2.7092 2.1397
H 1.4963 1.5800 4.6115
H 1.3808 0.8469 3.0024
H -1.9269 -0.4754 3.2956
H -1.4492 0.7764 2.1277
H -0.4727 -0.5533 2.4395
H 0.5236 -1.0665 4.4372
H 0.6703 -0.0209 5.9304
H -0.8158 -0.8676 5.5823
H -3.2213 2.5177 3.4686
H -2.0467 3.0415 2.3662
H -3.0545 4.2017 3.4342
H -2.8843 0.7117 4.2683
C 5.2983 -0.1500 0.9977
C 4.3561 -0.7716 1.9599
C 3.0636 -1.0303 1.1443
C 1.9471 -1.7833 1.9667
C 2.5255 -3.1352 2.2822
C 3.9227 -3.1254 2.9846
N 4.8770 -2.1362 2.4016
O 6.1035 -1.9908 2.9779
C 3.6544 -2.8006 4.5557
C 4.5393 -4.5500 2.8250
C 4.3146 0.2271 3.1138
H 4.9190 0.8491 0.6923
H 5.5283 -0.7370 0.1330
H 6.2608 -0.0070 1.4378
H 2.7178 -0.0507 0.8521
H 3.3725 -1.5570 0.2481
H 0.9953 -1.8117 1.3958
H 1.8147 -1.1752 2.8494
H 2.6684 -3.6775 1.3390
H 1.8791 -3.7983 2.8061
H 3.0828 -3.4636 5.1756
H 4.6578 -2.6526 5.0020
H 3.2052 -1.7781 4.6023
H 5.5326 -4.6009 3.3018
H 3.9860 -5.2734 3.3755
H 4.5870 -4.8428 1.7895
H 3.5468 0.0922 3.8692
H 4.1393 1.2351 2.7029
H 5.2437 0.3667 3.6916
H 5.9351 -1.5562 3.8110
C -1.0455 1.3934 -0.9143
C -0.5170 0.2203 -1.7255
C -0.2108 -0.9784 -0.7743
C 0.1071 -2.3052 -1.5235
C -1.0958 -2.5461 -2.4506
C -1.4101 -1.4993 -3.4892
N -1.6882 -0.2676 -2.6510
O -2.1163 0.8392 -3.3749
C -0.3528 -1.3255 -4.6527
C -2.6844 -1.8194 -4.2344
C 0.6688 0.7091 -2.5619
H -1.9937 1.1631 -0.3900
H -1.1605 2.2909 -1.4915
H -0.3003 1.7080 -0.1850
H 0.5456 -0.7218 -0.0024
H -1.1510 -1.1156 -0.1846
H 0.0600 -3.0889 -0.7983
H 1.1297 -2.3996 -1.9736
H -1.9325 -2.6978 -1.7577
H -0.9579 -3.4789 -2.9514
H -0.6970 -1.9910 -5.4047
H -0.3650 -0.3085 -5.0066
H 0.7024 -1.5616 -4.4085
H -2.6394 -2.6914 -4.8549
H -3.4991 -2.0046 -3.5515
H -3.0493 -0.9850 -4.7674
H 1.4372 -0.0281 -2.8250
H 1.1594 1.5307 -2.0029
H 0.4003 1.2576 -3.4842
H -3.0407 1.0736 -3.0706
C -0.8203 -5.3410 1.3135
C -1.4871 -5.7111 2.6010
C -0.7743 -5.2091 3.8271
C -0.9491 -3.7065 4.0115
C -2.4601 -3.4741 4.1056
C -3.2397 -3.8192 2.8162
N -2.9035 -5.2762 2.5673
O -3.4570 -5.6178 1.3213
C -4.7174 -3.7648 2.9992
C -2.8172 -2.9012 1.5979
C -1.4890 -7.2506 2.6788
H 0.2175 -5.7006 1.2982
H -0.6395 -4.2905 1.0296
H -1.3502 -5.6996 0.4295
H -1.1679 -5.6500 4.7346
H 0.2736 -5.5509 3.6879
H -0.5305 -3.2488 3.1190
H -0.4776 -3.4094 4.9595
H -2.7985 -2.5052 4.4431
H -2.8502 -4.0752 4.9445
H -5.0457 -4.3104 3.8876
H -5.0862 -2.7459 3.1268
H -5.2116 -4.2813 2.1887
H -3.4284 -2.0299 1.4534
H -1.7958 -2.4834 1.6665
H -2.8661 -3.3270 0.6260
H -0.4631 -7.6431 2.6476
H -2.0058 -7.7271 1.8881
H -1.8847 -7.6459 3.5998
H -4.1461 -6.2550 1.5116
C 2.4972 4.2321 -2.5619
C 2.3583 4.8228 -1.1414
C 1.8192 3.7939 -0.1133
C 2.8424 2.7654 0.2736
C 3.9651 3.5208 0.9041
C 4.6527 4.4997 -0.0237
N 3.6149 5.3757 -0.6313
O 4.2579 6.2203 -1.5529
C 5.5038 5.3293 0.9285
C 5.4980 3.8613 -1.1751
C 1.3955 6.0178 -1.1151
H 2.9227 4.9391 -3.3055
H 1.5263 4.0235 -2.9676
H 3.1679 3.3722 -2.5639
H 1.6311 4.3588 0.7759
H 0.8801 3.3794 -0.5469
H 3.1190 2.2211 -0.6729
H 2.3554 2.1272 1.0128
H 4.7611 2.9830 1.4220
H 3.4142 4.0699 1.6644
H 6.0216 6.1328 0.4086
H 4.8669 5.7219 1.7475
H 6.3206 4.7517 1.4238
H 5.3377 2.7622 -1.1927
H 5.2989 4.2123 -2.1998
H 6.5519 4.0331 -0.9797
H 1.2772 6.5344 -0.1497
H 0.4071 5.7220 -1.4899
H 1.7781 6.6754 -1.8743
H 4.0485 7.1342 -1.2265

Summary:
- Kohn-Sham gap: 8.53 eV
- Highest occupied orbital energy: -0.306 Eh
- Total energy: -90848.219 eV
- Energy relative to the best compared isomer or geometry (same formula, charge and spin): 0.0 kcal/mol



[2]
A structure of composition C40H20B5N4O40Y, computed with ωB97M-V with the def2-TZVPD basis set.

Element x y z (Å)
Y 6.7608 23.9093 -0.2074
O 14.4132 21.4146 -2.4812
C 13.2613 21.3535 -2.7873
O 12.4579 22.3777 -3.0722
B 11.0974 21.9059 -3.2533
O 11.2496 20.4596 -3.5037
C 12.4333 20.0686 -3.1192
O 12.9296 18.9780 -3.1060
O 10.4341 22.5336 -4.4236
C 9.2014 22.7502 -4.0363
O 8.2647 23.0058 -4.7491
C 9.0606 22.5294 -2.5083
O 10.2779 22.2947 -2.0978
O 8.0647 22.6764 -1.8465
O 1.9002 18.8827 5.0545
C 2.3579 19.9771 5.0067
O 3.5677 20.3679 4.6100
B 3.6041 21.8181 4.5884
O 2.3090 22.3082 5.0035
C 1.5519 21.2869 5.3380
O 0.4918 21.2943 5.8925
O 4.7315 22.4190 5.3827
C 5.6012 22.9573 4.5825
O 6.5370 23.6760 4.8232
C 5.0523 22.8434 3.1279
O 3.9020 22.2234 3.1770
O 5.6935 23.2588 2.1962
O 7.8743 19.5316 -1.3358
C 7.0874 19.3858 -0.4384
O 7.0030 18.3209 0.2988
B 6.2052 18.6154 1.4935
O 5.5345 19.9170 1.1705
C 6.1079 20.4282 0.1039
O 6.0134 21.5871 -0.2537
O 7.1478 18.6992 2.6017
C 6.7573 17.9651 3.6287
O 7.2980 17.8639 4.6884
C 5.5774 17.0853 3.1081
O 5.3031 17.5270 1.8768
O 4.9624 16.2892 3.7365
O 10.1573 31.1332 -0.6489
C 9.0263 30.7229 -0.7126
O 8.6103 29.6483 -1.3013
B 7.1894 29.4009 -0.9541
O 6.8242 30.5470 -0.1007
C 7.8692 31.3536 0.1187
O 7.8408 32.3509 0.7691
O 6.9518 28.0856 -0.2924
C 6.4250 27.2739 -1.1620
O 6.3490 26.0724 -1.0262
C 5.9796 28.0872 -2.4254
O 6.3679 29.2985 -2.1774
O 5.4280 27.5250 -3.3276
O 6.8768 25.6109 1.5153
C 7.2807 26.4920 2.2412
O 8.5190 26.7874 2.4874
B 8.5596 28.0803 3.2368
O 7.1718 28.3152 3.6594
C 6.3998 27.4225 3.1385
O 5.2082 27.2663 3.1922
O 9.4509 28.0407 4.3834
C 10.3772 28.9888 4.3152
O 11.2285 29.2452 5.1090
C 10.2037 29.6823 2.9653
O 9.1770 29.0835 2.3340
O 10.9140 30.5278 2.5280
N 8.3416 22.6920 1.2117
C 9.0503 21.5527 0.9143
C 9.6792 20.7004 1.8099
C 9.6692 21.0542 3.1703
C 9.1842 22.2941 3.4956
C 8.5963 23.0457 2.4928
H 8.8838 21.1126 -0.0611
H 10.0365 19.7254 1.5161
H 10.1333 20.3955 3.8921
H 9.1377 22.6454 4.5157
H 8.1077 23.9273 2.8929
N 4.2059 24.2825 0.1639
C 3.2342 23.3819 -0.0836
C 1.8906 23.5495 0.2461
C 1.4534 24.7372 0.8409
C 2.4649 25.6250 1.1697
C 3.7558 25.4106 0.7369
H 3.5985 22.4440 -0.4821
H 1.2399 22.7115 0.0379
H 0.4187 25.0466 0.8741
H 2.1901 26.5546 1.6499
H 4.4150 26.2436 0.9507
N 5.5503 23.5307 -2.3403
C 5.6592 22.4088 -3.0900
C 4.8117 22.0391 -4.1185
C 3.9051 22.9417 -4.6221
C 3.9399 24.1939 -4.0373
C 4.6971 24.4455 -2.8891
H 6.2739 21.5967 -2.7319
H 5.0121 21.0792 -4.5745
H 3.2478 22.7140 -5.4494
H 3.3831 25.0491 -4.3966
H 4.5737 25.3917 -2.3900
N 8.9081 25.0904 -0.8780
C 9.9774 25.2203 -0.0781
C 11.1458 25.8692 -0.4459
C 11.2722 26.3968 -1.7186
C 10.1719 26.2618 -2.5642
C 9.0263 25.6383 -2.1023
H 9.9158 24.8764 0.9452
H 11.9701 26.0229 0.2361
H 12.1289 27.0290 -1.9040
H 10.2389 26.6888 -3.5550
H 8.1576 25.5910 -2.7485

Summary:
- Charge: -2
- Kohn-Sham gap: 9.03 eV
- Highest occupied orbital energy: -0.235 Eh
- Total energy: -134128.339 eV
- Energy relative to the best compared isomer or geometry (same formula, charge and spin): 21.3 kcal/mol



[3]
A cluster of 3 separate species, C21H28N3O7 in total, computed with ωB97M-V with the def2-TZVPD basis set.

Element x y z (Å)
N 1.8008 -0.8648 -0.7117
C 0.3408 -1.0636 -0.6160
N -0.2852 -2.3395 -0.8244
N -1.5672 -2.6965 -0.7834
C -2.4942 -1.6983 -0.4471
C -2.1385 -0.1742 -0.1576
C -3.2105 0.9157 0.2203
C -3.2686 2.3715 -0.3031
C -4.4138 3.3329 0.1805
C -5.5346 2.8417 1.1667
C -5.4873 1.3783 1.6930
C -4.3307 0.4612 1.2331
C -0.6000 0.1581 -0.2770
C 0.0017 1.6203 -0.0755
C 0.0815 2.1093 1.4577
C 0.1601 3.7396 1.4052
O -1.0974 4.3601 1.8112
H 2.2241 -1.8180 -0.7525
H 2.0626 -0.5340 0.2467
H 0.3825 -3.1074 -1.0484
H -3.6071 -1.9892 -0.3951
H -2.4902 2.7590 -1.0339
H -4.4040 4.4172 -0.2064
H -6.3553 3.5615 1.5084
H -6.2768 0.9857 2.4165
H -4.2873 -0.6158 1.6437
H 1.0953 1.5737 -0.4533
H -0.5105 2.3834 -0.7768
H -0.7714 1.7293 2.1116
H 1.1217 1.7866 1.8384
H 0.3354 4.0922 0.3145
H 1.0511 4.1521 2.0022
H -1.7375 3.6490 2.0429
C 1.2617 -2.0125 -5.7335
C 1.0625 -0.7778 -4.8824
C -0.2517 -0.7419 -4.1579
O -0.4644 0.6538 -3.9881
C 0.1884 1.2738 -5.0150
O 0.0731 2.4313 -5.2890
O 0.9860 0.3948 -5.6882
H 2.1561 -1.9083 -6.3524
H 1.3653 -2.9051 -5.1126
H 0.4222 -2.1592 -6.4196
H 1.9068 -0.6562 -4.1935
H -0.2108 -1.2477 -3.1912
H -1.0832 -1.1496 -4.7408
C 4.3720 -2.3513 5.3575
C 3.3512 -2.4508 4.2461
C 3.9423 -2.7541 2.9014
O 2.9762 -2.1892 2.0174
C 2.3762 -1.1721 2.6981
O 1.6409 -0.3600 2.1986
O 2.7191 -1.1918 4.0119
H 3.9048 -1.9766 6.2713
H 4.8217 -3.3242 5.5654
H 5.1679 -1.6455 5.1012
H 2.5711 -3.1712 4.5164
H 4.0525 -3.8249 2.7238
H 4.9025 -2.2610 2.7246

Summary:
- Charge: +1
- Kohn-Sham gap: 7.22 eV
- Highest occupied orbital energy: -0.430 Eh
- Total energy: -41020.724 eV
- Energy relative to the best compared isomer or geometry (same formula, charge and spin): 0.0 kcal/mol